1.
Formula: C5H21N2O3
Source: the Open Molecules 2025 dataset
Level of theory: ωB97M-V/def2-TZVPD

Output
**Energy above the lowest of the compared OMol25 structures with the same formula, charge and spin**: 19.8 kcal per mole
**Total charge**: +1
**Electronic energy**: -538.118673 Eh
**Kohn-Sham gap**: 0.381 hartree
**Strongest force on any atom**: 1.5 eV Å⁻¹

Atoms and positions in Å:
N: -0.919 0.560 0.310
C: 0.049 -0.545 0.004
C: 0.963 -0.101 -1.141
C: 2.361 0.417 -0.763
C: 1.102 -1.216 -2.174
C: 0.734 -1.058 1.314
N: 0.138 -0.417 2.487
H: -1.572 0.169 1.004
H: -1.486 0.890 -0.473
H: -0.512 1.374 0.778
H: -0.642 -1.317 -0.296
H: 0.517 0.730 -1.670
H: 2.673 1.182 -1.454
H: 3.169 -0.311 -0.696
H: 2.379 0.863 0.240
H: 0.172 -1.395 -2.703
H: 1.431 -2.163 -1.766
H: 1.763 -0.924 -2.994
H: 1.785 -0.824 1.225
H: 0.549 -2.115 1.408
H: 0.127 -0.989 3.319
H: 0.534 0.489 2.675
H: 1.187 3.061 2.219
H: -0.115 3.654 1.691
O: 0.429 2.858 1.659
H: -3.207 -2.530 0.814
H: -1.919 -2.553 1.671
O: -2.483 -1.977 1.143
H: -1.686 1.891 -3.260
H: -1.844 0.501 -3.803
O: -1.659 0.967 -2.976

2.
Formula: C7H10N2O
Source: the Open Molecules 2025 dataset
Level of theory: ωB97M-V/def2-TZVPD

Output
**Energy above the lowest of the compared OMol25 structures with the same formula, charge and spin**: 64.1 kcal per mole
**Electronic energy**: -457.406589 Eh
**Kohn-Sham gap**: 0.363 hartree
**Strongest force on any atom**: 3.5 eV Å⁻¹

Atoms and positions in Å:
N: 3.101 -0.565 0.851
C: 2.185 -0.072 0.313
C: 0.854 0.429 -0.013
C: 0.533 1.887 0.213
C: -0.011 0.848 1.162
C: -1.435 0.435 1.103
C: -1.960 -0.115 0.005
C: -1.195 -0.195 -1.282
N: 0.248 -0.351 -1.067
H: 1.342 2.530 0.558
H: -0.175 2.329 -0.491
H: 0.454 0.811 2.148
H: -2.032 0.548 2.010
H: -3.005 -0.428 -0.013
H: -1.536 -1.064 -1.862
H: -1.416 0.701 -1.892
H: 0.739 -0.195 -1.942
O: 0.898 -2.752 0.156
H: 0.537 -2.077 -0.460
H: 1.872 -2.705 0.505

3.
Formula: C24H58BO2S2
Source: the Open Molecules 2025 dataset
Level of theory: ωB97M-V/def2-TZVPD

Output
**Total charge**: -1
**Electronic energy**: -1921.003305 Eh
**Kohn-Sham gap**: 0.256 hartree
**Strongest force on any atom**: 4.3 eV Å⁻¹

Atoms and positions in Å:
C: -0.015 3.622 1.108
C: 1.187 4.086 0.218
C: 2.577 3.727 0.855
C: 2.673 2.204 1.268
C: 4.077 1.559 0.883
B: 3.768 0.398 -0.234
S: 2.893 -1.049 0.686
S: 5.312 -0.355 -1.033
C: 6.879 0.456 -0.531
O: 5.201 -0.254 -2.533
O: 5.424 -1.806 -0.625
H: -0.955 4.054 0.712
H: -0.037 2.514 1.116
H: 0.129 3.971 2.154
H: 1.090 5.176 0.026
H: 1.159 3.604 -0.787
H: 2.700 4.346 1.771
H: 3.409 3.984 0.173
H: 1.876 1.692 0.687
H: 2.453 2.129 2.350
H: 4.736 2.384 0.526
H: 4.460 1.119 1.835
H: 3.083 0.893 -1.075
H: 1.704 -0.525 1.120
H: 7.352 0.883 -1.441
H: 7.557 -0.362 -0.209
H: 6.750 1.233 0.242
C: -3.739 2.469 -3.147
C: -2.912 1.554 -4.043
C: -2.534 0.233 -3.374
C: -1.655 0.358 -2.128
C: -0.329 1.087 -2.339
C: 0.595 0.386 -3.327
H: -3.187 2.768 -2.255
H: -4.012 3.379 -3.687
H: -4.662 1.974 -2.833
H: -2.017 2.083 -4.379
H: -3.494 1.332 -4.944
H: -2.033 -0.402 -4.111
H: -3.452 -0.299 -3.097
H: -1.449 -0.648 -1.748
H: -2.216 0.867 -1.337
H: 0.183 1.159 -1.374
H: -0.506 2.117 -2.667
H: 0.821 -0.629 -2.994
H: 1.538 0.929 -3.408
H: 0.156 0.335 -4.326
C: -7.785 -5.159 -3.769
C: -6.642 -4.156 -3.660
C: -6.775 -3.215 -2.463
C: -8.010 -2.312 -2.477
C: -8.142 -1.413 -3.706
C: -6.998 -0.417 -3.849
H: -8.746 -4.663 -3.922
H: -7.622 -5.828 -4.617
H: -7.853 -5.771 -2.867
H: -6.566 -3.583 -4.589
H: -5.703 -4.707 -3.563
H: -5.873 -2.598 -2.399
H: -6.794 -3.811 -1.544
H: -7.990 -1.685 -1.580
H: -8.912 -2.927 -2.392
H: -9.082 -0.858 -3.628
H: -8.220 -2.017 -4.615
H: -6.929 0.227 -2.969
H: -7.162 0.222 -4.720
H: -6.039 -0.919 -3.986
C: 4.628 0.891 7.781
C: 4.983 -0.573 7.549
C: 5.887 -0.793 6.337
C: 5.285 -0.380 4.992
C: 3.967 -1.063 4.631
C: 4.090 -2.574 4.487
H: 4.063 1.306 6.944
H: 4.012 0.995 8.677
H: 5.529 1.493 7.921
H: 4.066 -1.162 7.453
H: 5.498 -0.951 8.439
H: 6.174 -1.849 6.299
H: 6.819 -0.236 6.485
H: 6.018 -0.590 4.206
H: 5.135 0.705 4.978
H: 3.614 -0.651 3.681
H: 3.197 -0.825 5.373
H: 4.823 -2.832 3.719
H: 3.131 -3.004 4.192
H: 4.389 -3.048 5.426

4.
Formula: C21H26ClN2OS
Source: the Open Molecules 2025 dataset
Level of theory: ωB97M-V/def2-TZVPD

Output
**Energy above the lowest of the compared OMol25 structures with the same formula, charge and spin**: 0.9 kcal per mole
**Total charge**: +1
**Electronic energy**: -1858.720481 Eh
**Kohn-Sham gap**: 0.323 hartree
**Strongest force on any atom**: 1.0 eV Å⁻¹

Atoms and positions in Å:
C: -2.204 -1.725 -2.139
N: -2.795 -0.535 -1.508
H: -3.593 -0.218 -2.074
C: -1.820 0.581 -1.443
C: -2.492 1.814 -0.822
N: -3.048 1.562 0.479
C: -3.942 0.438 0.455
C: -3.300 -0.829 -0.144
H: -4.030 -1.638 -0.196
H: -2.444 -1.142 0.455
H: -4.287 0.223 1.465
H: -4.819 0.710 -0.147
C: -2.232 1.778 1.657
H: -1.530 2.577 1.418
C: -1.470 0.565 2.234
O: -0.706 -0.133 1.267
C: 0.720 -0.021 1.323
C: 1.172 -1.169 0.436
C: 1.123 -2.430 1.025
C: 1.357 -3.581 0.292
C: 1.647 -3.500 -1.063
C: 1.717 -2.254 -1.652
C: 1.485 -1.094 -0.920
S: 1.682 0.441 -1.817
C: 2.967 1.089 -0.757
C: 2.625 1.450 0.541
C: 3.636 1.873 1.390
C: 4.945 1.949 0.943
C: 5.259 1.610 -0.363
C: 4.266 1.170 -1.221
H: 4.493 0.892 -2.239
H: 6.276 1.680 -0.713
H: 5.720 2.282 1.614
H: 3.395 2.154 2.405
C: 1.187 1.398 0.955
H: 1.027 2.049 1.816
H: 0.576 1.762 0.124
H: 1.965 -2.163 -2.698
H: 1.832 -4.392 -1.638
Cl: 1.275 -5.119 1.068
H: 0.888 -2.513 2.075
H: 1.056 -0.240 2.347
H: -2.186 -0.156 2.646
H: -0.839 0.912 3.057
H: -2.890 2.140 2.454
H: -1.767 2.624 -0.765
H: -3.308 2.148 -1.478
H: -1.447 0.803 -2.443
H: -0.994 0.250 -0.812
H: -1.352 -2.061 -1.548
H: -2.936 -2.527 -2.198
H: -1.857 -1.485 -3.143

5.
Formula: C4H7OP
Source: the Open Molecules 2025 dataset
Level of theory: ωB97M-V/def2-TZVPD

Output
**Energy above the lowest of the compared OMol25 structures with the same formula, charge and spin**: 101.5 kcal per mole
**Electronic energy**: -573.033557 Eh
**Kohn-Sham gap (alpha / beta)**: 0.311 / 0.311 hartree
**Strongest force on any atom**: 5.8 eV Å⁻¹

Atoms and positions in Å:
C: 1.734 -1.130 0.704
C: 0.974 -1.358 -0.379
C: -1.283 -1.482 -0.214
C: -0.469 1.146 0.194
O: -1.718 -2.545 -0.437
P: -2.074 0.071 0.499
H: 2.857 -1.300 0.720
H: 1.460 -0.604 1.627
H: 1.172 -1.674 -1.310
H: 0.147 1.140 1.055
H: -0.791 2.206 0.048
H: 0.080 0.778 -0.630
H: -2.355 -0.036 -0.911

6.
Formula: C5H9NO2
Source: the Open Molecules 2025 dataset
Level of theory: ωB97M-V/def2-TZVPD

Output
**Energy above the lowest of the compared OMol25 structures with the same formula, charge and spin**: 45.1 kcal per mole
**Electronic energy**: -401.104876 Eh
**Kohn-Sham gap**: 0.361 hartree
**Strongest force on any atom**: 5.9 eV Å⁻¹

Atoms and positions in Å:
C: -0.069 0.153 0.672
C: -1.391 -0.162 0.016
C: 0.629 1.190 -0.233
C: 2.135 0.734 -0.220
C: 1.853 -0.813 -0.226
H: 0.867 -1.447 1.337
H: -0.193 0.322 1.762
H: 0.620 2.097 0.307
H: 0.110 1.056 -1.231
H: 2.343 1.223 0.792
H: 2.756 1.157 -0.932
H: 1.747 -1.073 -1.378
H: 2.708 -1.457 0.126
H: -3.046 0.601 -0.335
N: 0.575 -1.049 0.431
O: -1.704 -1.164 -0.501
O: -2.156 0.945 0.062

7.
Formula: C4H8NO2
Source: the Open Molecules 2025 dataset
Level of theory: ωB97M-V/def2-TZVPD

Output
**Energy above the lowest of the compared OMol25 structures with the same formula, charge and spin**: 7.1 kcal per mole
**Electronic energy**: -362.382009 Eh
**2S+1**: 2
**Kohn-Sham gap (alpha / beta)**: 0.392 / 0.305 hartree
**⟨S²⟩**: 0.754
**Strongest force on any atom**: 1.5 eV Å⁻¹

Atoms and positions in Å:
C: -1.772 1.178 0.451
O: -2.938 0.569 0.097
C: -0.686 0.109 0.744
C: 0.661 0.419 0.057
C: 1.479 -0.849 -0.133
N: 1.479 -1.388 -1.389
O: 2.240 -1.253 0.726
H: -1.934 1.746 1.378
H: -1.405 1.867 -0.321
H: -1.045 -0.868 0.444
H: -0.496 -0.001 1.813
H: 1.220 1.173 0.600
H: 0.426 0.791 -0.944
H: 2.043 -2.218 -1.480
H: 0.726 -1.275 -2.043

8.
Formula: C7H14
Source: the Open Molecules 2025 dataset
Level of theory: ωB97M-V/def2-TZVPD

Output
**Energy above the lowest of the compared OMol25 structures with the same formula, charge and spin**: 118.3 kcal per mole
**Electronic energy**: -274.927800 Eh
**Kohn-Sham gap**: 0.403 hartree
**Strongest force on any atom**: 6.7 eV Å⁻¹

Atoms and positions in Å:
C: 2.427 -0.096 -0.229
C: 3.638 0.024 0.177
C: -0.517 -1.056 -0.168
C: 0.017 0.373 0.066
C: -1.214 1.277 0.054
C: -2.479 0.437 -0.107
C: -1.967 -1.104 0.182
H: 1.618 -0.362 0.457
H: 2.216 0.285 -1.095
H: 4.205 -0.267 1.123
H: 4.165 0.578 -0.547
H: -0.308 -1.235 -1.214
H: 0.230 -1.775 0.311
H: 0.906 0.713 -0.676
H: 0.574 0.596 1.085
H: -1.024 1.860 -0.797
H: -1.365 2.149 0.890
H: -2.937 0.513 -1.162
H: -3.190 0.780 0.773
H: -2.499 -1.914 -0.352
H: -2.014 -1.047 1.358

9.
Formula: C3H5IN2S
Source: the Open Molecules 2025 dataset
Level of theory: ωB97M-V/def2-TZVPD

Output
**Energy above the lowest of the compared OMol25 structures with the same formula, charge and spin**: 44.2 kcal per mole
**Electronic energy**: -922.574316 Eh
**Kohn-Sham gap**: 0.319 hartree
**Strongest force on any atom**: 4.8 eV Å⁻¹

Atoms and positions in Å:
C: -0.544 0.548 0.057
C: 0.937 -1.574 -0.553
C: -1.752 1.260 0.639
N: 0.385 0.937 -0.666
N: 1.617 -0.436 -1.030
S: -0.364 -1.154 0.711
I: 3.182 0.253 0.180
H: 0.577 -1.941 -1.497
H: 1.734 -2.195 -0.192
H: -1.263 2.023 1.363
H: -2.371 0.571 1.242
H: -2.139 1.708 -0.254

10.
Formula: C4H6O2S
Source: the Open Molecules 2025 dataset
Level of theory: ωB97M-V/def2-TZVPD

Output
**Energy above the lowest of the compared OMol25 structures with the same formula, charge and spin**: 13.7 kcal per mole
**Electronic energy**: -704.657671 Eh
**Kohn-Sham gap**: 0.342 hartree
**Strongest force on any atom**: 5.0 eV Å⁻¹

Atoms and positions in Å:
C: 0.054 2.885 0.188
C: -0.595 0.389 0.950
C: -0.581 -0.211 -0.248
C: 0.684 -0.472 -1.005
O: 0.196 3.215 1.277
O: -0.032 2.675 -0.925
S: -2.211 0.846 1.551
H: 0.132 0.602 1.624
H: -1.512 -0.406 -0.908
H: 1.098 -1.536 -0.804
H: 1.532 0.292 -0.847
H: 0.436 -0.664 -2.119
H: -1.949 0.664 2.803

11.
Formula: C6H10O
Source: the Open Molecules 2025 dataset
Level of theory: ωB97M-V/def2-TZVPD

Output
**Energy above the lowest of the compared OMol25 structures with the same formula, charge and spin**: 7.6 kcal per mole
**Electronic energy**: -309.830217 Eh
**Kohn-Sham gap**: 0.371 hartree
**Strongest force on any atom**: 0.7 eV Å⁻¹

Atoms and positions in Å:
C: -1.249 1.054 -0.748
C: -0.676 -0.290 -0.299
C: 0.522 -0.735 -1.167
C: 1.719 -0.203 -0.404
C: 1.393 0.129 0.843
C: -0.036 -0.268 1.104
O: -0.725 0.497 2.071
H: -0.463 1.805 -0.889
H: -1.769 0.934 -1.707
H: -1.964 1.445 -0.019
H: -1.486 -1.029 -0.306
H: 0.468 -0.357 -2.194
H: 0.564 -1.833 -1.227
H: 2.721 -0.167 -0.820
H: 2.048 0.507 1.623
H: -0.016 -1.311 1.473
H: -1.051 -0.178 2.668

12.
Formula: C3H6N
Source: the Open Molecules 2025 dataset
Level of theory: ωB97M-V/def2-TZVPD

Output
**Energy above the lowest of the compared OMol25 structures with the same formula, charge and spin**: 17.9 kcal per mole
**Total charge**: +1
**Electronic energy**: -172.330127 Eh
**Kohn-Sham gap**: 0.364 hartree
**Strongest force on any atom**: 6.6 eV Å⁻¹

Atoms and positions in Å:
C: -0.313 0.921 -1.590
C: 0.460 0.232 -0.780
C: -0.101 -0.389 0.591
N: 0.403 -0.841 1.742
H: 0.094 1.302 -2.496
H: -1.347 1.061 -1.463
H: 1.442 -0.069 -1.112
H: -1.195 -0.601 0.346
H: 0.027 -1.023 2.600
H: 1.386 -0.838 1.770